The following is a quantum chemistry calculation of a molecular structure, C26H64GaN2O11P2 at a distorted geometry, from OMol25.

Computed properties:
Gap between HOMO and LUMO ... 6.95 eV
Net charge ... -1
Spin multiplicity ... 1

XYZ file:
```
106
Properties=species:S:1:pos:R:3:forces:R:3
H 2.05162 -0.02696 -1.50952 -0.09 0.01 -0.04
H 4.27114 3.38744 -8.06421 -0.04 0.00 -0.02
H -4.83636 -3.31232 3.00666 0.06 -0.13 -0.25
C -8.97937 -1.57842 7.28039 0.11 -0.42 -0.14
H -6.97933 1.71200 6.36707 -0.06 0.12 0.11
H 0.76064 -1.13283 -3.35253 0.02 0.06 -0.10
H 4.16373 5.60857 -2.02886 0.03 0.01 0.03
C -5.59437 -1.51718 3.94878 0.69 -0.88 0.28
H 7.72278 -1.01443 -7.66163 0.02 0.05 0.00
H 6.13942 -1.82533 -2.55195 -0.01 -0.03 0.12
N 0.65026 -1.81653 0.73579 0.11 -0.14 0.00
O 4.13743 1.14143 -6.57822 -0.05 0.17 -0.09
H 5.74059 -2.50981 -7.26151 0.09 0.00 -0.08
H -5.96071 -0.76718 3.25176 -0.25 0.20 0.04
C -6.73105 -2.41151 4.42153 -0.32 0.56 -0.54
H -8.35313 4.79085 1.35606 0.00 0.01 0.06
O -6.74867 3.78160 2.05944 -0.03 0.06 0.02
H 6.00509 -0.61688 -1.26836 -0.06 -0.01 0.00
H 7.16276 -1.55175 -5.45761 -0.02 -0.04 -0.05
H 4.22038 2.15668 -3.03722 0.07 -0.06 0.02
C 3.17681 2.19348 -6.64213 0.16 0.05 0.16
H -8.74474 -2.41256 5.01811 -0.18 -0.02 0.11
C 1.18077 -2.38515 1.82674 -0.78 0.12 -0.10
O 2.02149 -2.53896 -2.52165 0.05 0.03 -0.05
C -4.44302 -2.34568 3.31952 -0.27 0.69 0.14
C 6.43039 -0.81115 -2.25231 0.07 0.02 -0.25
H 1.62002 -2.42622 -1.64973 -0.03 -0.01 0.17
H 6.19302 -0.03472 -4.02432 0.03 -0.03 -0.15
H 2.41681 1.87044 -7.35151 0.00 -0.06 0.00
H 4.29519 -3.63876 4.96965 -0.06 0.02 0.00
C 0.40937 -2.73122 2.92315 0.07 -0.14 0.29
C 5.61233 -1.46081 -7.54440 -0.01 -0.16 0.07
H -4.13818 -1.91541 0.38010 0.00 0.21 -0.04
O 5.84532 0.13186 -3.13932 0.06 0.10 0.14
H 4.81067 1.40026 -5.93942 -0.02 -0.09 0.09
H 5.30157 3.51745 -2.70138 -0.01 -0.02 -0.07
C 6.19821 -3.71184 3.95825 -0.02 0.08 0.00
H 8.37605 -0.86090 -3.19743 0.01 -0.04 0.00
H -7.82147 4.42058 -1.07796 -0.01 0.01 0.01
C -0.95733 -2.46414 2.93766 0.35 0.22 -0.66
C 1.83361 -1.31711 -3.22473 -0.07 -0.02 0.25
H 0.88565 -3.20925 3.76952 0.07 -0.01 0.06
O 3.34483 5.17428 -1.77439 -0.12 -0.08 0.00
H 6.50234 -2.70944 4.26073 -0.01 0.00 0.04
C 3.20076 4.01156 -2.59056 0.24 0.14 -0.02
H -5.24853 1.13988 1.84171 0.10 0.08 -0.44
H -3.72463 -2.54472 4.11391 0.13 -0.16 0.06
C -7.01685 -0.29636 6.89392 0.05 -0.29 -0.28
H 2.27596 -1.45438 -4.21238 0.00 -0.04 -0.01
H 6.68522 0.40037 -7.43756 0.01 0.03 0.01
H -5.54424 0.85860 5.89204 0.18 0.01 -0.20
H 4.72774 -1.08721 -7.03771 -0.05 0.09 -0.03
H 4.37962 -4.83842 3.67248 0.00 -0.03 0.10
H 4.44428 2.73323 -1.38088 -0.05 -0.07 -0.01
H 8.37854 -1.40175 -1.50940 0.00 -0.01 -0.01
H 5.44642 -1.41449 -8.62163 0.00 -0.01 0.00
C 3.80093 3.50332 -7.08682 0.05 -0.06 -0.04
H -1.55601 -2.73721 3.79364 -0.05 -0.02 0.15
H -6.33247 3.57677 -0.60606 0.00 0.03 0.02
P -3.90726 0.91173 2.20704 0.38 0.04 0.90
N -7.74034 -1.43112 6.51155 -0.26 1.04 -0.64
C 2.48534 -0.15062 -2.50527 -0.05 -0.04 0.12
C -7.35097 3.82040 -0.29539 0.04 -0.03 -0.03
H 2.26294 3.54475 -2.29384 -0.03 0.04 0.03
O -6.73944 -0.14285 8.05680 0.06 0.21 1.03
H 3.55198 -0.32593 -2.38021 0.04 0.03 -0.11
O 7.03651 -0.64084 -5.74307 0.09 0.06 0.13
H -1.29810 3.21335 1.67382 0.01 0.10 0.31
H 6.58980 -3.88588 2.95310 0.00 -0.06 0.01
H -1.28432 2.11077 -0.46524 0.08 -0.17 -0.24
H -1.07670 -1.11651 -0.11965 0.07 0.07 -0.16
C -1.53908 -1.84600 1.82846 -0.07 0.20 0.22
H -8.94656 -0.97607 8.17781 0.15 -0.02 0.18
H 2.70018 2.31136 -5.66359 -0.09 0.02 -0.03
C -0.66252 -1.57178 0.77054 -0.20 -0.02 0.04
H -6.34132 -3.19387 5.06690 -0.02 -0.11 0.19
C -7.91552 -1.71008 5.08121 -0.03 -0.76 0.25
H -7.14588 -2.89081 3.53239 0.06 -0.24 -0.09
H 3.05162 4.29357 -7.14965 0.00 0.01 0.02
O -2.24658 3.38449 1.65266 0.39 -0.25 -0.30
H -5.84692 3.57865 1.77961 0.01 -0.10 0.02
H -7.04138 0.71313 4.92941 0.16 -0.09 -0.22
C 7.94430 -0.68532 -2.20941 -0.02 0.05 0.01
H 6.65480 -4.43649 4.63464 0.00 -0.01 -0.01
H 4.39101 -3.02996 2.22157 -0.02 0.03 -0.03
O -1.72560 1.46125 0.09914 0.19 0.10 0.29
H -5.16700 -1.02896 4.82028 -0.03 0.43 -0.05
C 4.35586 3.04405 -2.42200 -0.03 0.15 0.04
H 4.57518 3.81926 -6.38336 -0.04 0.03 0.04
P -2.97727 2.21212 0.78770 -1.10 0.19 -0.19
H -9.13816 -2.62083 7.54450 -0.06 -0.12 0.13
H -6.79231 5.50817 0.92736 -0.08 0.05 -0.04
H -7.89774 2.88174 -0.19603 -0.05 0.01 0.01
O -3.88649 2.83920 -0.19148 -0.12 0.21 -0.01
O 4.06829 -2.87366 3.11489 0.21 -0.06 0.20
C 4.68429 -3.82923 3.97083 0.08 -0.01 -0.23
H -9.82676 -1.25567 6.67282 -0.13 0.07 -0.05
C -7.33794 4.56251 1.02938 0.21 -0.12 -0.11
Ga -3.52723 -1.40278 1.76904 0.16 -1.02 -0.31
H 3.11052 4.31903 -3.63972 -0.08 -0.09 -0.03
C 6.82499 -0.64168 -7.15783 -0.11 -0.15 -0.04
C -6.62390 0.78716 5.92220 -0.14 0.03 0.02
H 2.34834 0.77746 -3.06518 -0.02 0.00 -0.01
H 8.23065 0.32133 -1.90336 -0.01 0.00 0.04
H -8.22981 -0.83806 4.50749 0.03 0.21 -0.04
H 2.23721 -2.57208 1.83781 0.20 -0.01 -0.09
```
Forces are in eV/Å.